1.
ORCA calculation (wB97M-V/def2-TZVPD) on a 2-piece molecular cluster, C4H4O2 overall.

## Properties
max |F|: 0.014 Eh/bohr
net charge: 0
spin multiplicity: 1
Kohn-Sham gap: 9.13 eV

Last columns: bonded neighbours and bond lengths (Å).
Atoms and positions in Å:
1 O -2.43507 -0.05686 -0.00939  C2 1.179
2 C -1.40026 -0.61884 0.05485  O1 1.179, O3 1.404, H7 1.100
3 O -0.22127 0.07509 0.36959  C2 1.404, C5 1.325
4 C 0.33424 1.86780 -0.22401  H8 1.110, H9 1.107
5 C 0.89826 -0.61680 0.22041  O3 1.325, C6 1.196
6 C 1.87164 -1.29590 0.06888  C5 1.196, H10 1.064
7 H -1.18116 -1.68571 -0.09713  C2 1.100
8 H -0.49116 1.88417 -0.96527  C4 1.110
9 H -0.12533 2.32008 0.67563  C4 1.107
10 H 2.75011 -1.87301 -0.09355  C6 1.064

Atom charges from the natural (NBO) analysis, given in e for atoms 1 to 6: -0.47 0.66 -0.48 -0.32 0.29 -0.29

***

2.
ORCA calculation (wB97M-V/def2-TZVPD) on a 10-piece molecular cluster, C32H76Cl8O12 overall.

## Properties
max |F|: 0.062 Eh/bohr
net charge: -1
spin multiplicity: 2
Kohn-Sham gap (alpha / beta): 1.35 / 9.01 eV
⟨S²⟩: 0.7503

Last columns: bonded neighbours and bond lengths (Å).
Atoms and positions in Å:
1 C 7.02646 0.45260 -4.72663  O2 1.433, H7 1.090, H8 1.090, H9 1.090
2 O 5.95100 -0.46871 -4.50873  C1 1.433, C3 1.423
3 C 5.37222 -0.96473 -5.71077  O2 1.423, C4 1.557, H10 1.090, H11 1.090
4 C 3.89664 -1.42174 -5.51723  C3 1.557, O5 1.410, H12 1.090, H13 1.090
5 O 2.98502 -0.46690 -5.02167  C4 1.410, C6 1.431
6 C 1.73896 -1.05014 -4.62935  O5 1.431, H14 1.090, H15 1.090, H16 1.090
7 H 7.82972 0.05132 -5.34456  C1 1.090
8 H 7.58237 0.70220 -3.82288  C1 1.090
9 H 6.65755 1.37687 -5.17129  C1 1.090
10 H 6.06009 -1.69220 -6.14171  C3 1.090
11 H 5.37674 -0.28315 -6.56137  C3 1.090
12 H 4.06182 -2.04065 -4.63532  C4 1.090
13 H 3.47503 -2.07163 -6.28404  C4 1.090
14 H 1.92998 -1.95694 -4.05548  C6 1.090
15 H 1.19087 -1.33384 -5.52780  C6 1.090
16 H 1.13419 -0.39534 -4.00198  C6 1.090
17 C -3.50484 2.39971 4.03425  O18 1.419, H23 1.090, H24 1.090, H25 1.090
18 O -4.62243 3.24149 4.26867  C17 1.419, C19 1.452
19 C -4.93865 3.64689 5.62678  O18 1.452, C20 1.585, H26 1.090, H27 1.090
20 C -3.94642 4.64964 6.35012  C19 1.585, O21 1.411, H28 1.090, H29 1.090
21 O -4.09863 5.98624 5.92460  C20 1.411, C22 1.436
22 C -3.08167 6.87157 6.41748  O21 1.436, H30 1.090, H31 1.090, H32 1.090
23 H -2.56220 2.85248 4.34171  C17 1.090
24 H -3.48270 2.05554 3.00025  C17 1.090
25 H -3.61590 1.54492 4.70141  C17 1.090
26 H -4.94098 2.73049 6.21695  C19 1.090
27 H -5.91988 4.12121 5.64441  C19 1.090
28 H -2.94245 4.24376 6.22606  C20 1.090
29 H -4.18017 4.62029 7.41436  C20 1.090
30 H -3.23180 7.91932 6.15712  C22 1.090
31 H -2.14972 6.59404 5.92498  C22 1.090
32 H -2.91446 6.69354 7.47976  C22 1.090
33 C -3.18860 0.59170 -1.08114  O34 1.412, H39 1.090, H40 1.090, H41 1.090
34 O -3.63484 1.41825 -2.13508  C33 1.412, C35 1.463
35 C -5.06944 1.69897 -2.18463  O34 1.463, C36 1.500, H42 1.090, H43 1.090
36 C -5.46241 2.74479 -3.18583  C35 1.500, O37 1.446, H44 1.090, H45 1.090
37 O -5.36191 2.27638 -4.55005  C36 1.446, C38 1.366
38 C -5.67054 3.12547 -5.57441  O37 1.366, H46 1.090, H47 1.090, H48 1.090
39 H -3.64916 0.78914 -0.11315  C33 1.090
40 H -2.11405 0.63086 -0.90253  C33 1.090
41 H -3.42293 -0.46705 -1.19171  C33 1.090
42 H -5.25479 2.02464 -1.16107  C35 1.090
43 H -5.64349 0.80117 -2.41383  C35 1.090
44 H -4.97050 3.69655 -2.98513  C36 1.090
45 H -6.51058 3.04357 -3.17267  C36 1.090
46 H -6.68280 3.50102 -5.42474  C38 1.090
47 H -5.55498 2.56268 -6.50070  C38 1.090
48 H -5.11852 4.06203 -5.65339  C38 1.090
49 C 0.50313 2.42989 -1.96491  O50 1.460, H55 1.090, H56 1.090, H57 1.090
50 O -0.54190 3.42174 -2.19949  C49 1.460, C51 1.433
51 C -1.20844 3.27396 -3.45969  O50 1.433, C52 1.593, H58 1.090, H59 1.090
52 C -2.14802 4.54719 -3.64348  C51 1.593, O53 1.439, H60 1.090, H61 1.090
53 O -1.32555 5.72571 -3.70715  C52 1.439, C54 1.458
54 C -2.10135 6.95876 -3.75808  O53 1.458, H62 1.090, H63 1.090, H64 1.090
55 H 1.30111 2.53009 -2.70065  C49 1.090
56 H 0.02906 1.45170 -1.88436  C49 1.090
57 H 0.97971 2.70273 -1.02335  C49 1.090
58 H -1.67441 2.29142 -3.53448  C51 1.090
59 H -0.39624 3.34013 -4.18361  C51 1.090
60 H -2.84312 4.55847 -2.80395  C52 1.090
61 H -2.75128 4.47143 -4.54815  C52 1.090
62 H -1.43947 7.81608 -3.63551  C54 1.090
63 H -2.86224 6.99318 -2.97836  C54 1.090
64 H -2.54806 7.03596 -4.74933  C54 1.090
65 C -0.96520 1.75765 1.42968  O66 1.418, H71 1.090, H72 1.090, H73 1.090
66 O -0.39906 0.48075 1.18751  C65 1.418, C67 1.424
67 C 1.01002 0.46754 1.39335  O66 1.424, C68 1.568, H74 1.090, H75 1.090
68 C 1.65802 -0.87825 0.91753  C67 1.568, O69 1.391, H76 1.090, H77 1.090
69 O 1.66162 -1.09959 -0.45537  C68 1.391, C70 1.381
70 C 0.43611 -1.56098 -0.89362  O69 1.381, H78 1.090, H79 1.090, H80 1.090
71 H -0.67553 2.15411 2.40282  C65 1.090
72 H -2.01859 1.56010 1.62828  C65 1.090
73 H -0.77905 2.48141 0.63619  C65 1.090
74 H 1.14470 0.48160 2.47491  C67 1.090
75 H 1.50865 1.34692 0.98571  C67 1.090
76 H 1.20569 -1.74981 1.39070  C68 1.090
77 H 2.70783 -0.90769 1.20930  C68 1.090
78 H -0.11167 -0.68508 -1.24124  C70 1.090
79 H -0.14772 -2.11187 -0.15622  C70 1.090
80 H 0.66697 -2.21807 -1.73209  C70 1.090
81 C -0.67660 -7.42620 5.25248  O82 1.417, H87 1.090, H88 1.090, H89 1.090
82 O -0.51953 -6.10663 4.76053  C81 1.417, C83 1.426
83 C -1.34432 -5.88422 3.61812  O82 1.426, C84 1.535, H90 1.090, H91 1.090
84 C -1.04203 -4.44710 3.17194  C83 1.535, O85 1.436, H92 1.090, H93 1.090
85 O -1.23993 -3.45940 4.19529  C84 1.436, C86 1.398
86 C -0.84135 -2.17982 3.79716  O85 1.398, H94 1.090, H95 1.090, H96 1.090
87 H -0.61598 -8.23744 4.52701  C81 1.090
88 H -1.67927 -7.54459 5.66324  C81 1.090
89 H -0.02066 -7.60256 6.10497  C81 1.090
90 H -2.39538 -6.03121 3.86667  C83 1.090
91 H -1.03258 -6.55630 2.81860  C83 1.090
92 H -1.77188 -4.09574 2.44258  C84 1.090
93 H -0.05533 -4.44531 2.70878  C84 1.090
94 H -0.72286 -1.34101 4.48307  C86 1.090
95 H -1.28675 -1.87900 2.84889  C86 1.090
96 H 0.16361 -2.32544 3.40100  C86 1.090
97 Cl 0.17584 -5.01462 0.22158  C98 1.721
98 C 0.55447 -6.32138 -0.83222  Cl97 1.721, C99 1.538, H101 1.090, H102 1.090
99 C -0.34652 -6.48003 -2.06885  C98 1.538, Cl100 1.788, H103 1.090, H104 1.090
100 Cl -0.26939 -5.00947 -3.08339  C99 1.788
101 H 0.39310 -7.19611 -0.20221  C98 1.090
102 H 1.61132 -6.30128 -1.09821  C98 1.090
103 H -1.37052 -6.68207 -1.75467  C99 1.090
104 H -0.05132 -7.31573 -2.70333  C99 1.090
105 Cl 3.96184 2.95275 -1.50785  C106 1.758
106 C 3.99148 1.30697 -2.12433  Cl105 1.758, C107 1.495, H109 1.090, H110 1.090
107 C 4.81660 0.39625 -1.27302  C106 1.495, Cl108 1.787, H111 1.090, H112 1.090
108 Cl 6.52855 0.81177 -0.97122  C107 1.787
109 H 4.50178 1.34220 -3.08686  C106 1.090
110 H 2.96114 1.01180 -2.32281  C106 1.090
111 H 4.78676 -0.63477 -1.62543  C107 1.090
112 H 4.39150 0.43575 -0.27011  C107 1.090
113 Cl 2.69629 -2.26390 4.02097  C114 1.777
114 C 3.41721 -1.24758 5.28798  Cl113 1.777, C115 1.519, H117 1.090, H118 1.090
115 C 2.56510 -0.11376 5.83079  C114 1.519, Cl116 1.799, H119 1.090, H120 1.090
116 Cl 1.08855 -0.65102 6.70726  C115 1.799
117 H 4.34152 -0.89309 4.83181  C114 1.090
118 H 3.75725 -1.91529 6.07958  C114 1.090
119 H 2.25138 0.60447 5.07327  C115 1.090
120 H 3.10912 0.49294 6.55470  C115 1.090
121 Cl 6.10690 -3.46779 -0.14169  C122 1.800
122 C 4.47738 -4.18043 0.13564  Cl121 1.800, C123 1.502, H125 1.090, H126 1.090
123 C 3.47630 -3.80038 -0.91758  C122 1.502, Cl124 1.769, H127 1.090, H128 1.090
124 Cl 3.73944 -4.48244 -2.52897  C123 1.769
125 H 4.23397 -3.79515 1.12580  C122 1.090
126 H 4.62221 -5.26003 0.17571  C122 1.090
127 H 3.30971 -2.72320 -0.91090  C123 1.090
128 H 2.55049 -4.21915 -0.52310  C123 1.090

Atom charges from the Mulliken analysis, given in e for atoms 1 to 6: -0.91 -0.16 -0.87 -0.20 -0.30 -0.46

***

3.
ORCA calculation (wB97M-V/def2-TZVPD) on a 2-piece molecular cluster, C2H4OSi overall.

## Properties
max |F|: 0.083 Eh/bohr
net charge: 0
spin multiplicity: 1
Kohn-Sham gap (alpha / beta): 7.55 / 8.08 eV

Last columns: bonded neighbours and bond lengths (Å).
Atoms and positions in Å:
1 C -2.01552 -2.00395 -0.07762  C2 1.203, H5 1.039
2 C -1.21695 -1.34422 0.53385  C1 1.203
3 O 0.70296 0.50359 1.49389  Si4 1.516
4 Si 1.08503 1.20056 0.20329  O3 1.516, H6 1.408, H7 1.458, H8 1.606
5 H -2.69585 -2.32657 -0.79372  C1 1.039
6 H 0.50646 2.45898 -0.05215  Si4 1.408
7 H 1.02254 0.41509 -1.02352  Si4 1.458
8 H 2.61133 1.09652 -0.28401  Si4 1.606

Atom charges from the natural (NBO) analysis, given in e for atoms 1 to 6: -0.44 0.20 -0.79 1.17 0.24 -0.21

***

- Among the records above, which one has the highest spin multiplicity?
  C32H76Cl8O12